No. 1
Formula: C29H35N5O5S
Source: OMol25
Level of theory: wB97M-V/def2-TZVPD

Atoms and positions in Å:
C  4.129049  4.746926  -2.140083
C  4.780040  4.741479  -0.759802
O  3.844043  4.559077  0.282673
C  3.316195  3.324402  0.509360
C  3.706777  2.143363  -0.108212
C  3.101482  0.941619  0.224206
C  2.097960  0.887194  1.176005
C  1.718894  2.072562  1.804196
C  2.309912  3.270793  1.476278
H  2.012761  4.188491  1.958977
H  0.941744  2.053870  2.555545
C  1.406767  -0.385075  1.622035
N  -0.049684  -0.196472  1.604212
C  -0.614063  0.345385  0.494049
O  0.052488  0.521745  -0.534418
C  -2.007271  0.767048  0.477642
C  -2.702042  0.999544  -0.714979
N  -2.234506  0.841335  -1.955778
H  -1.244308  0.691219  -2.067459
H  -2.859826  1.066772  -2.716282
C  -4.039809  1.418236  -0.424948
N  -4.323761  1.556456  0.851434
S  -3.069531  1.168342  1.791042
C  -5.046078  1.691448  -1.468176
O  -4.804877  1.582506  -2.660653
N  -6.248707  2.058982  -0.985780
H  -6.375140  2.144328  0.008014
H  -6.997252  2.278620  -1.620326
C  -0.792440  -0.848936  2.659339
H  -0.143307  -0.916779  3.535459
H  -1.658886  -0.248834  2.938149
C  -1.253267  -2.268127  2.270649
C  -2.234213  -2.221321  1.135218
C  -3.579809  -1.967250  1.376857
C  -4.462805  -1.833342  0.321594
C  -4.014888  -1.953489  -0.982865
C  -2.680045  -2.229024  -1.245132
C  -1.803480  -2.361510  -0.175710
H  -0.762879  -2.575105  -0.370294
C  -2.187683  -2.393386  -2.650406
H  -1.184787  -1.985969  -2.756251
H  -2.150568  -3.452031  -2.910276
H  -2.849782  -1.893299  -3.352371
H  -4.707049  -1.830306  -1.803053
H  -5.504783  -1.624438  0.515990
H  -3.932132  -1.864805  2.393394
H  -0.378832  -2.860590  1.998246
H  -1.716455  -2.719012  3.149983
H  1.676617  -0.548608  2.674032
C  1.819085  -1.684065  0.903988
O  2.202136  -2.648223  1.544046
N  1.656154  -1.669051  -0.422523
H  1.323121  -0.798533  -0.830662
C  1.941615  -2.793193  -1.282207
H  1.420332  -2.619494  -2.224553
H  1.554078  -3.707902  -0.820223
C  3.451852  -3.005718  -1.555715
C  4.121658  -3.979174  -0.576603
H  4.059973  -5.008770  -0.921855
C  5.547714  -3.442713  -0.518112
H  6.074790  -3.722529  0.390250
C  5.284810  -1.942573  -0.597204
H  6.116284  -1.368963  -1.013297
O  4.170849  -1.782457  -1.463638
H  5.040704  -1.547438  0.399163
H  6.120923  -3.774650  -1.385478
H  3.648237  -3.893407  0.401591
H  3.557279  -3.377908  -2.587376
H  3.428308  0.053664  -0.290690
H  4.482437  2.130060  -0.857378
H  5.224411  5.719851  -0.554960
H  5.573572  3.985736  -0.705536
H  4.881934  4.935953  -2.900485
H  3.373972  5.527621  -2.187294
H  3.648914  3.793336  -2.345101

Atomic forces in eV per Å
C 0.0 -0.1 0.4
C 0.2 0.1 -0.4
O -0.2 -0.1 0.2
C -0.1 -0.1 0.1
C 0.2 0.3 -0.1
C -0.1 0.0 0.3
C 0.3 0.1 0.1
C 0.2 -0.1 -0.1
C 0.1 0.1 -0.1
H 0.0 0.1 0.1
H -0.1 0.0 0.1
C 0.2 0.1 0.0
N 0.3 0.1 0.0
C 0.1 0.1 -0.2
O -0.1 0.0 0.0
C -0.8 0.5 0.1
C 0.3 -0.1 0.6
N 0.2 0.0 -0.5
H -0.1 0.1 0.0
H 0.1 0.0 0.0
C 0.5 -0.1 0.6
N -0.3 0.2 -0.2
S 0.3 0.1 -0.5
C -0.5 0.1 0.0
O 0.1 -0.1 -0.2
N -0.2 0.1 0.0
H 0.0 0.0 0.0
H 0.1 0.0 0.0
C -0.3 -0.4 0.2
H -0.1 0.1 -0.1
H 0.2 -0.1 0.1
C 0.0 0.2 0.1
C -0.1 -0.3 0.0
C 0.0 -0.1 0.0
C -0.1 0.0 0.1
C 0.1 -0.1 0.0
C -0.1 0.0 0.0
C -0.2 -0.1 0.0
H 0.2 0.0 0.0
C 0.0 -0.1 0.0
H 0.1 0.0 -0.1
H 0.0 -0.1 -0.1
H 0.0 0.0 -0.1
H -0.1 0.0 -0.1
H -0.1 0.0 0.0
H 0.0 0.0 0.1
H 0.0 0.0 0.1
H 0.0 -0.1 0.0
H -0.1 -0.1 -0.3
C -0.2 0.5 0.0
O 0.1 -0.3 0.3
N 0.0 0.0 -0.3
H 0.0 -0.2 0.1
C 0.3 0.0 0.0
H 0.0 0.0 0.1
H -0.1 0.1 -0.1
C -0.2 -0.4 0.0
C 0.1 0.2 0.0
H 0.0 -0.1 0.0
C -0.1 0.2 -0.1
H 0.1 0.0 0.0
C 0.3 0.0 0.2
H 0.0 0.0 0.1
O -0.2 0.1 -0.2
H 0.0 0.0 -0.1
H 0.1 0.0 0.0
H 0.0 -0.1 -0.1
H 0.0 0.0 0.2
H 0.0 -0.1 -0.1
H 0.1 0.1 -0.1
H 0.0 -0.2 0.0
H -0.1 0.1 0.1
H 0.1 0.0 -0.1
H -0.1 0.1 0.0
H 0.0 -0.1 -0.1

## Properties
ΔE to the lowest compared entry with this formula, charge and spin: 0.077 eV
E_HOMO: -8.10 eV
Frontier orbital gap: 0.295 Eh

No. 2
Formula: C4H12NO
Source: OMol25
Level of theory: wB97M-V/def2-TZVPD

Atoms and positions in Å:
C  -0.551536  0.888204  1.016754
C  -1.132180  0.316460  -1.374277
C  -1.166026  -1.417991  0.218072
C  2.389102  0.192048  -0.009486
N  -0.733310  -0.076101  -0.008282
O  1.410863  -0.727769  -0.002607
H  0.022423  0.575080  1.921695
H  0.055562  1.762828  0.670109
H  -1.580667  1.019600  1.375990
H  -2.046896  0.848529  -1.405938
H  -0.244728  0.973976  -1.720182
H  -1.179541  -0.514660  -1.960014
H  -0.748884  -1.974595  -0.511382
H  -0.571031  -1.651882  1.184373
H  -2.274009  -1.596843  0.507994
H  2.533835  1.110056  0.724101
H  2.509281  0.571878  -1.133324
H  3.307740  -0.298817  0.506408

Atomic forces in eV per Å
C 0.8 0.7 1.2
C 4.0 3.3 1.3
C -0.1 0.5 6.7
C 1.6 1.5 -1.7
N -1.2 -0.4 -1.9
O -0.1 0.5 1.1
H -0.5 -0.7 -0.9
H -1.4 -0.4 -0.1
H 0.1 1.0 0.0
H -0.9 0.8 0.3
H -1.7 -0.7 0.1
H -0.1 -2.3 -1.5
H 0.7 -2.2 -2.5
H -1.2 -0.4 -1.4
H 1.6 0.7 -1.0
H -1.5 -1.4 -0.8
H 0.6 -0.6 2.5
H -0.8 0.0 -1.3

## Properties
ΔE to the lowest compared entry with this formula, charge and spin: 6.268 eV
E_HOMO (alpha / beta): -14.58 / -14.98 eV
Net charge: +1
Frontier orbital gap (alpha / beta): 0.317 / 0.308 Eh

No. 3
Formula: C44H121N11O11
Source: OMol25
Level of theory: wB97M-V/def2-TZVPD

Atoms and positions in Å:
C  -4.182803  1.685546  1.289019
C  -4.816046  2.724054  0.405775
C  -5.444572  3.891828  1.170624
O  -6.395567  3.277166  2.042870
C  -6.956434  4.035546  3.119004
N  -3.846225  3.179334  -0.581534
H  -3.889021  0.774574  0.765948
H  -4.979985  1.394713  1.976687
H  -3.286296  2.031438  1.808604
H  -5.674364  2.308260  -0.125805
H  -6.064063  4.536139  0.535122
H  -4.757455  4.562326  1.702067
H  -7.644063  4.810079  2.776513
H  -6.065799  4.402097  3.637172
H  -7.463418  3.277242  3.711040
H  -3.229917  3.913627  -0.248482
H  -4.322134  3.546165  -1.396572
C  -2.096937  -5.757189  -8.483870
C  -1.458229  -4.350094  -8.487226
C  -2.363169  -3.392184  -7.667481
O  -2.504435  -3.940948  -6.381171
C  -2.931357  -2.957203  -5.446613
N  -0.140695  -4.395177  -7.838786
H  -2.932966  -5.730565  -9.185684
H  -2.458133  -6.069296  -7.508888
H  -1.354915  -6.432772  -8.909635
H  -1.391330  -4.036466  -9.528109
H  -3.356979  -3.250854  -8.111379
H  -1.880226  -2.407383  -7.707564
H  -3.128659  -3.417715  -4.476480
H  -3.878438  -2.528155  -5.776245
H  -2.112037  -2.269129  -5.229020
H  -0.347680  -4.534139  -6.847939
H  0.225711  -3.446114  -7.751747
C  3.124170  -3.967269  -3.415957
C  3.203744  -5.519372  -3.328167
C  3.096006  -6.151722  -4.715112
O  3.027536  -7.578689  -4.586653
C  2.622104  -8.122881  -5.831604
N  4.442540  -5.924421  -2.657017
H  2.541453  -3.578455  -4.250593
H  4.136984  -3.565585  -3.457597
H  2.645372  -3.680758  -2.480632
H  2.404592  -5.812229  -2.646051
H  3.954044  -5.864598  -5.335413
H  2.228548  -5.801460  -5.284662
H  3.342748  -8.068912  -6.650033
H  1.676380  -7.697027  -6.180933
H  2.377938  -9.167067  -5.628675
H  5.310105  -5.833835  -3.181830
H  4.300813  -6.932334  -2.802852
C  0.042597  -4.340813  8.192419
C  0.681192  -3.127811  7.498366
C  0.945003  -3.312239  6.016275
O  1.531409  -2.154633  5.508541
C  0.880140  -1.580046  4.384153
N  -0.161046  -1.979767  7.856585
H  -0.169482  -4.157523  9.242965
H  0.741896  -5.181605  8.186677
H  -0.861828  -4.649864  7.664166
H  1.594099  -2.887844  8.050792
H  0.004238  -3.593055  5.525715
H  1.605189  -4.180455  5.891529
H  0.832916  -2.384476  3.640207
H  1.508187  -0.841548  3.883255
H  -0.061138  -1.148189  4.715166
H  -1.154233  -2.081032  7.714119
H  0.248431  -1.127311  7.503977
C  -2.568538  7.008629  -2.354805
C  -2.834164  7.906987  -1.123436
C  -1.876090  7.469251  0.010669
O  -2.068406  6.098548  0.262446
C  -1.074505  5.575300  1.111831
N  -2.706162  9.296928  -1.584715
H  -1.692820  7.224057  -2.970052
H  -3.325014  7.250302  -3.114313
H  -2.718072  5.954106  -2.120690
H  -3.830094  7.770229  -0.698913
H  -1.922720  8.068795  0.925108
H  -0.851497  7.605437  -0.365712
H  -1.191211  4.503167  1.287689
H  -1.248385  5.907071  2.144714
H  -0.075013  5.810120  0.745500
H  -3.140268  9.299751  -2.505003
H  -1.747706  9.426959  -1.914194
C  3.866751  0.380395  -3.209262
C  5.174974  0.893399  -2.634949
C  5.025929  1.998210  -1.569287
O  4.127572  3.011254  -2.061567
C  4.738436  3.879970  -2.982469
N  5.932091  -0.190863  -2.025383
H  3.146548  0.145605  -2.419183
H  4.076920  -0.607994  -3.624190
H  3.488663  1.059418  -3.967991
H  5.728332  1.281177  -3.492690
H  6.013243  2.350841  -1.259417
H  4.505206  1.637963  -0.679923
H  5.077996  3.402708  -3.907428
H  5.531921  4.444431  -2.483132
H  3.948825  4.567380  -3.295902
H  5.491206  -0.599830  -1.209590
H  6.930153  -0.105763  -1.946883
C  -0.038078  -1.080218  -2.832123
C  -0.945126  -0.737674  -1.658516
C  0.039069  -0.290838  -0.512840
O  -0.694453  0.337738  0.551733
C  0.095457  1.066090  1.429327
N  -1.853351  0.278661  -2.189996
H  0.612582  -1.941686  -2.624623
H  0.678303  -0.284341  -3.048342
H  -0.519242  -1.459754  -3.733208
H  -1.340935  -1.664698  -1.242428
H  0.697338  0.487966  -0.914815
H  0.525991  -1.146022  -0.037738
H  0.109789  2.106069  1.066753
H  1.070936  0.632194  1.660372
H  -0.550749  1.187958  2.305979
H  -2.484911  0.632380  -1.478496
H  -1.299631  1.045137  -2.554448
C  -3.704751  -1.576533  4.719521
C  -3.038553  -2.016500  3.432451
C  -3.959642  -2.233696  2.207969
O  -5.122125  -2.945900  2.502653
C  -5.847266  -3.235528  1.333941
N  -2.049286  -0.971504  3.154081
H  -4.682319  -2.034814  4.878762
H  -3.922102  -0.505446  4.683285
H  -3.020597  -1.760874  5.546456
H  -2.527359  -2.971259  3.579688
H  -3.283177  -2.677835  1.460901
H  -4.166010  -1.267470  1.725365
H  -6.035037  -2.322301  0.751004
H  -6.824692  -3.678406  1.503251
H  -5.247831  -3.835500  0.639652
H  -1.452302  -1.235497  2.377227
H  -2.551610  -0.122410  2.919542
C  0.056538  2.946784  5.083683
C  -0.143062  3.076354  6.590078
C  0.259482  1.827589  7.416052
O  0.007478  1.979238  8.804791
C  -1.317558  1.676402  9.149035
N  0.732022  4.160286  7.040840
H  0.987354  2.519721  4.695165
H  -0.031964  3.904683  4.568761
H  -0.664239  2.297121  4.574772
H  -1.195766  3.291062  6.774832
H  1.335805  1.686099  7.317377
H  -0.286284  0.931519  7.096220
H  -2.013761  2.337800  8.616766
H  -1.528698  1.953867  10.182893
H  -1.602064  0.632765  8.994961
H  0.773072  4.157247  8.056863
H  1.697667  3.978383  6.785935
C  3.074461  -3.862088  0.477318
C  3.681021  -2.445330  0.740476
C  4.089215  -2.363126  2.210027
O  4.799703  -3.480864  2.712528
C  5.429619  -3.329224  3.959803
N  4.791989  -2.421538  -0.238163
H  2.273196  -4.180173  1.155760
H  3.830526  -4.619447  0.725848
H  2.910904  -4.219856  -0.538743
H  2.866785  -1.770041  0.466241
H  3.224190  -2.207586  2.855785
H  4.740541  -1.481612  2.250365
H  6.294265  -2.658651  3.910652
H  5.842884  -4.303768  4.215583
H  4.767397  -2.992578  4.760998
H  4.400463  -2.771677  -1.098370
H  5.415581  -3.087130  0.208205
C  1.090094  5.581638  -3.276326
C  0.849217  4.135042  -2.792647
C  1.188437  3.117261  -3.876181
O  0.120513  3.033244  -4.783075
C  0.323285  2.135539  -5.827086
N  1.456768  3.924080  -1.481798
H  2.113022  5.763596  -3.620266
H  0.909555  6.288157  -2.465702
H  0.455459  5.832838  -4.127588
H  -0.210304  4.199564  -2.529754
H  1.243297  2.203537  -3.261428
H  2.172682  3.205417  -4.345987
H  -0.438287  2.179732  -6.604294
H  0.314013  1.083283  -5.505687
H  1.312740  2.288187  -6.277441
H  1.012552  3.103099  -1.090038
H  2.471678  3.822255  -1.518628

Atomic forces in eV per Å
C -0.7 -0.6 0.5
C 0.4 1.0 -0.5
C -1.4 -0.1 0.7
O -0.3 -0.3 0.1
C 1.4 -0.9 -0.9
N 0.0 0.0 -0.8
H 0.0 0.2 -0.4
H 0.4 -0.1 0.5
H -0.1 0.3 0.1
H 0.2 -0.4 -0.1
H 0.5 0.1 -0.6
H 0.3 -0.3 0.2
H 0.1 0.2 0.1
H -0.5 0.6 0.6
H -0.2 0.3 0.2
H -0.1 0.0 0.2
H 0.1 0.1 0.0
C 0.4 0.6 -0.9
C -1.0 -0.4 1.3
C 0.1 -0.2 -1.3
O 0.1 0.5 0.5
C 0.1 -0.7 0.4
N 0.1 0.4 0.5
H -0.2 -0.1 0.1
H 0.2 -0.1 0.1
H -0.1 -0.3 0.3
H 0.2 0.3 0.1
H 0.0 -0.1 -0.1
H 0.0 0.1 0.6
H 0.0 -0.4 -0.2
H 0.2 0.6 0.0
H -0.3 0.6 -0.4
H 0.0 -0.7 -0.1
H 0.1 0.0 -0.7
C 0.1 -0.8 0.4
C 0.6 1.7 -1.1
C -0.4 -0.3 0.3
O 0.0 0.9 -0.9
C -0.8 -1.0 0.4
N -0.5 -1.8 0.1
H 0.0 -0.1 0.0
H -0.1 0.2 0.0
H 0.1 0.6 -0.1
H -0.1 -0.5 -0.4
H 0.3 0.0 0.2
H -0.3 0.0 0.3
H 0.3 0.2 0.2
H 0.1 0.4 0.0
H 0.3 -0.1 -0.1
H -0.3 0.9 -0.4
H 0.5 -0.1 1.0
C 0.8 -0.4 -0.6
C -1.0 0.3 1.8
C -0.3 -0.7 0.6
O 0.8 0.8 -0.2
C 0.5 -0.9 0.1
N 0.6 0.0 0.0
H -0.1 0.3 -0.1
H -0.1 -0.1 -0.2
H -0.1 0.0 0.1
H 0.4 -0.3 -0.5
H -0.1 0.3 -0.2
H 0.2 0.1 -0.1
H -0.9 0.1 -0.2
H 0.2 0.3 0.6
H -0.2 -0.1 -0.6
H 0.0 0.1 -0.4
H -0.5 0.1 -0.2
C -1.7 -0.2 -0.3
C 1.0 -0.8 -0.4
C 0.7 0.7 -0.9
O -0.4 -0.4 0.0
C -0.4 -0.1 1.1
N 0.6 0.2 0.0
H 0.7 -0.1 0.9
H -0.4 -0.1 0.3
H 0.5 0.0 -0.2
H -0.2 -0.1 -0.5
H -0.5 0.0 0.0
H 0.1 0.0 0.0
H -0.1 -0.2 -1.0
H 0.4 0.7 -0.1
H 0.1 -0.1 0.1
H -0.7 0.2 0.2
H 0.2 0.1 0.6
C 0.2 -0.7 0.5
C 0.8 -0.1 1.0
C -1.4 -0.1 -1.0
O 1.0 -0.1 0.2
C -0.6 0.6 -0.1
N -0.3 -0.4 -0.7
H -0.2 0.5 0.0
H 0.1 0.2 -0.4
H -0.4 -0.1 0.1
H 0.3 0.0 0.2
H 0.0 0.4 -0.2
H 0.2 -0.4 0.0
H 0.3 -0.2 0.2
H 0.2 0.0 -0.3
H 0.2 0.2 0.1
H 0.2 -0.1 0.1
H 0.0 0.3 0.1
C 1.1 -1.6 0.0
C 1.9 0.5 -0.1
C -1.6 1.1 0.2
O -0.5 -1.3 -1.0
C -1.3 1.4 0.4
N -0.3 -0.8 1.0
H 0.1 0.1 0.5
H -0.4 0.3 -0.3
H -0.5 0.7 0.0
H -1.1 0.2 -0.4
H 0.5 -0.3 -0.1
H 0.6 -0.1 -0.6
H 1.0 -0.1 -0.2
H 0.0 0.1 0.0
H 0.6 -0.4 0.4
H 0.1 0.3 0.0
H -0.1 0.1 0.0
C -0.8 0.0 -0.1
C -0.3 0.3 -0.2
C 1.0 0.9 0.1
O -0.1 -0.4 0.0
C 0.3 0.6 -1.1
N 0.2 -0.6 -0.1
H 0.2 -0.4 0.1
H 0.2 0.1 0.0
H -0.2 0.0 0.1
H 0.2 0.1 0.2
H -0.4 -0.7 -0.1
H -0.5 0.2 0.4
H -0.1 0.2 0.2
H 0.2 -0.2 0.5
H -0.1 -0.4 0.2
H -0.1 0.3 -0.2
H 0.1 0.0 -0.2
C -0.4 -0.7 -1.2
C 1.5 -0.6 0.1
C -0.7 -0.3 -0.4
O 0.3 0.1 0.1
C -0.9 0.9 0.1
N -0.2 0.7 0.5
H 0.4 0.1 0.8
H -0.1 0.2 0.4
H -0.4 0.0 0.5
H 0.1 0.3 0.1
H 0.0 -0.2 -0.1
H 0.2 -0.1 -0.3
H -0.1 -0.3 -0.4
H 0.6 -0.3 0.2
H 0.2 -0.1 -0.1
H -0.3 0.1 0.0
H -0.1 -0.1 -0.4
C 0.3 -1.5 1.4
C -1.2 -3.3 -1.3
C 0.6 1.1 0.1
O -0.2 -0.4 -1.0
C 0.4 0.1 0.0
N 0.0 1.5 1.8
H -0.4 0.4 -0.3
H 0.3 0.4 0.3
H -0.6 0.9 -0.2
H 0.5 0.7 0.4
H -0.2 0.2 -0.1
H 0.0 0.2 0.4
H -0.1 0.3 -0.1
H -0.2 -0.1 0.0
H -0.2 0.0 -0.1
H 0.5 -0.4 -0.2
H 0.4 -0.2 -0.9
C 0.5 0.0 -0.1
C 0.0 2.4 0.1
C -0.9 -1.2 1.6
O -0.4 0.6 -0.3
C 0.8 -1.0 -0.3
N 0.1 0.2 -0.3
H 0.1 -0.2 0.1
H -0.2 0.0 0.0
H -0.1 -0.1 0.1
H -0.3 -0.9 -0.7
H 0.1 -0.5 -0.5
H 0.0 0.5 -0.2
H -0.1 0.6 0.2
H 0.0 0.1 0.4
H -0.1 0.1 -0.2
H 0.4 -0.1 0.3
H -0.4 -0.3 0.1

## Properties
Structure (SMILES): COC[C@H](C)N.COC[C@H](C)N.COC[C@H](C)N.COC[C@H](C)N.COC[C@H](C)N.COC[C@H](C)N.COC[C@H](C)N.COC[C@H](C)N.COC[C@H](C)N.COC[C@H](C)N.COC[C@H](C)N
ΔE to the lowest compared entry with this formula, charge and spin: 4.134 eV
E_HOMO: -8.65 eV
Frontier orbital gap: 0.333 Eh

It is found that the E_tot values, taken in the order of the records, are -2174.327890, -289.144522, -3178.636355 a.u..
It is found that the M values, taken in the order of the records, are 565.7, 90.1, 980.5 g/mol.